No. 1
23
Properties=species:S:1:pos:R:3:forces:R:3 method="wB97M-V/def2-TZVPD" mol_weight_g_mol=153.158 de_lowest_kj_mol=384.5 fmax_ev_per_a=6.71 e_homo_ev=-12.3 orbital_gap_ev=9.3 e_tot_ha=-570.33205 charge=+1
C 2.05113 -0.32400 -1.70688 -0.531 -1.922 0.122
C -2.07225 -0.52718 -1.33120 1.413 -2.916 2.699
C 1.73904 0.44483 0.47808 -1.681 4.095 1.294
C -0.62821 -0.03819 0.87071 -1.063 -0.206 0.967
N 1.92873 0.74481 -0.79229 0.257 -3.467 2.288
N -1.93113 0.18026 0.02990 4.287 2.659 -4.426
O 1.64624 1.57849 1.25934 1.573 -1.565 -1.089
O 2.00856 -0.73767 0.87226 0.985 -1.420 0.179
O -0.77399 1.07811 1.81799 0.274 -0.214 -1.362
O -0.85600 -1.27211 1.56185 0.866 1.164 -0.974
H 2.61121 -1.12552 -1.17927 -0.403 0.363 -0.795
H 1.01880 -0.72595 -1.96326 1.313 0.411 -0.103
H 2.64000 0.02559 -2.51812 0.125 -0.055 -1.084
H -1.38638 -0.28251 -2.15421 -0.306 0.511 0.761
H -1.88905 -1.61642 -1.00069 -0.276 1.445 -1.048
H -3.10252 -0.42173 -1.49998 -1.218 0.117 -1.118
H 1.86963 1.64208 -1.08744 -0.310 3.234 -0.665
H -1.88613 1.19552 -0.24172 -0.162 -0.998 0.844
H -2.76458 0.04355 0.45849 -3.319 -0.576 2.304
H 0.84605 1.75370 1.78882 -0.513 -1.006 -0.202
H 1.77444 -1.12201 1.73607 -0.300 0.991 -0.183
H -1.10986 0.79336 2.65286 -0.549 -0.489 1.122
H -1.73376 -1.28702 1.94869 -0.464 -0.156 0.468



No. 2
21
Properties=species:S:1:pos:R:3:forces:R:3 method="wB97M-V/def2-TZVPD" mol_weight_g_mol=136.135 de_lowest_kj_mol=105.2 smiles="C/C=C/C.NP(N)O" fmax_ev_per_a=3.25 e_homo_ev=-8.9 orbital_gap_ev=9.9 e_tot_ha=-686.29705 charge=0
C 2.75127 -0.48985 2.25925 1.991 -1.230 0.161
C 2.36265 -0.69540 0.77729 -0.114 -2.316 2.275
C 2.35758 0.13097 -0.22814 -0.035 -0.519 -2.006
C 1.63346 -0.25816 -1.53787 -0.757 0.818 0.974
H 2.76577 -1.42991 2.88712 -0.355 0.707 -1.062
H 3.72041 -0.01695 2.60388 -0.720 -0.226 -1.252
H 2.01473 0.13347 2.65893 -1.325 0.930 0.852
H 1.89973 -1.70990 0.59444 0.118 1.233 0.328
H 3.02387 0.96986 -0.27424 -0.193 0.821 0.302
H 0.52524 -0.48967 -1.35571 1.808 -0.156 -0.261
H 1.61184 0.63349 -2.15535 0.017 0.068 -0.372
H 2.19439 -1.02505 -2.07600 -0.390 -0.140 0.038
N -3.06172 1.74912 -0.39730 1.096 -1.973 -1.352
P -2.07918 0.33539 -0.19979 0.748 0.402 -1.932
N -3.25576 -0.79291 0.11019 -1.983 0.419 -0.213
O -1.91856 -0.00890 -1.83754 1.381 0.495 1.296
H -3.71743 1.93592 0.28941 -1.198 0.793 1.516
H -2.54825 2.50598 -0.77249 0.186 1.071 -0.082
H -4.19126 -0.44149 -0.18659 0.742 -0.562 0.082
H -3.31645 -0.96477 1.08149 -0.076 -0.626 1.215
H -2.77232 -0.07123 -2.24098 -0.939 -0.010 -0.509



No. 3
21
Properties=species:S:1:pos:R:3:forces:R:3 method="wB97M-V/def2-TZVPD" mol_weight_g_mol=137.228 de_lowest_kj_mol=145.2 fmax_ev_per_a=4.82 e_homo_ev=-2.9 orbital_gap_ev=6.7 e_tot_ha=-743.12378 charge=-1
C 1.02789 -1.15455 -0.39283 2.072 -1.707 2.405
N 1.52738 -0.17572 0.57053 1.546 1.491 -1.436
C 1.62044 1.21601 0.07906 1.328 -0.653 -1.981
N 0.54629 2.05977 0.48109 -2.292 0.271 4.237
C -0.03472 -1.96529 0.27903 -2.540 -1.669 -1.589
C -1.48102 -1.27841 0.13316 0.070 -1.173 2.019
S -2.04769 -0.35247 1.67421 0.748 0.013 -0.664
H 0.74128 -0.63746 -1.23898 -1.061 0.866 -1.969
H 1.84063 -1.87957 -0.72624 -0.446 0.902 0.357
H 1.10161 -0.14694 1.46911 -0.732 -0.500 0.451
H 1.51935 1.20305 -1.08181 0.554 -0.352 1.674
H 2.64510 1.66667 0.27562 -1.160 -0.337 0.001
H -0.22040 1.36390 0.83849 0.848 1.267 -1.082
H 0.67580 2.51806 1.47209 0.333 -0.915 -2.453
H 0.15955 -2.01199 1.34468 0.129 -0.411 0.113
H -0.05149 -3.07489 -0.18299 -0.047 2.288 1.050
H -1.47988 -0.56771 -0.66456 -0.006 0.130 -0.860
H -2.28673 -2.03736 0.00668 0.777 0.427 -0.394
H -1.58972 1.76301 -2.09881 0.149 0.258 -0.968
H -1.87595 1.54323 -0.70364 -1.869 1.129 -1.183
O -2.33773 1.94864 -1.53390 1.599 -1.324 2.273



No. 4
21
Properties=species:S:1:pos:R:3:forces:R:3 method="wB97M-V/def2-TZVPD" mol_weight_g_mol=137.228 de_lowest_kj_mol=99.1 fmax_ev_per_a=2.19 e_homo_ev=-2.6 orbital_gap_ev=6.4 e_tot_ha=-743.14135 charge=-1
C -0.92138 1.23754 -0.85180 -1.468 1.615 -0.211
C 0.56211 1.02555 -0.44034 -1.166 -0.992 -0.670
C 0.66158 0.37739 0.94252 0.198 0.977 0.674
S -0.29535 1.38627 2.14924 -0.137 -0.270 0.385
N 1.14186 0.30987 -1.58101 0.567 -1.500 -0.905
C 1.34012 -1.13750 -1.57870 1.375 1.081 0.323
N 0.25317 -1.88498 -2.14489 -0.613 -0.139 -0.639
H -0.90970 1.82094 -1.78770 -0.027 -0.448 -0.035
H -1.60073 1.82296 -0.20585 1.127 0.172 0.346
H -1.63291 0.39533 -0.98068 1.312 -0.489 -0.207
H 1.16099 1.93543 -0.49573 -0.738 0.494 0.744
H 0.33095 -0.66741 1.00216 0.067 0.206 -0.467
H 1.67932 0.44610 1.33696 0.189 -0.395 -0.424
H 1.94826 0.71387 -2.02325 0.002 0.493 0.418
H 2.26495 -1.27497 -2.19674 -0.593 -0.170 0.347
H 1.61856 -1.41869 -0.54933 -0.373 -0.609 -0.358
H -0.36847 -1.23224 -2.62772 0.258 -0.331 0.298
H -0.28837 -2.44952 -1.51051 -0.002 0.202 0.348
H -2.52847 -1.46300 1.55277 0.428 0.257 0.113
H -1.06910 -1.94961 1.71453 -0.078 0.473 0.149
O -1.94506 -2.21824 1.42963 -0.329 -0.626 -0.228



No. 5
21
Properties=species:S:1:pos:R:3:forces:R:3 method="wB97M-V/def2-TZVPD" mol_weight_g_mol=137.228 de_lowest_kj_mol=85.2 fmax_ev_per_a=2.25 e_homo_ev=-2.7 orbital_gap_ev=6.5 e_tot_ha=-743.14662 charge=-1
C 0.70131 1.15833 0.81425 -0.602 -0.062 0.904
N 0.06361 0.03101 1.51294 0.513 0.875 0.265
C -1.30738 -0.26913 1.13703 0.265 -0.923 -0.437
N -1.44528 -1.53741 0.40503 -1.590 0.301 1.563
C 1.91404 0.70228 0.05045 -0.903 -0.227 -0.611
C 1.44227 -0.12975 -1.18478 1.191 0.264 1.108
S 1.10847 -1.87044 -0.86588 1.370 -0.690 -0.623
H -0.00338 1.56979 0.10016 -0.330 0.238 -0.375
H 0.87518 1.98432 1.51736 0.369 -0.060 0.054
H 0.65276 -0.76037 1.30492 -0.175 -0.517 -0.023
H -1.64623 0.50732 0.44925 -0.233 0.323 0.303
H -1.92233 -0.28191 2.03688 -0.369 0.059 -0.065
H -0.61188 -1.61570 -0.19357 0.011 -0.199 -0.388
H -1.32385 -2.31239 1.07258 -0.157 0.417 -0.381
H 2.50825 0.04992 0.69301 0.568 0.398 -0.104
H 2.39697 1.59850 -0.35482 0.554 -0.142 0.367
H 0.57339 0.41776 -1.53121 -0.113 -0.104 -0.806
H 2.30700 -0.08965 -1.84382 -0.357 0.164 -0.675
H -1.88118 1.04987 -1.68463 0.000 -0.068 0.191
H -2.33902 -0.39558 -1.35991 0.295 -0.159 0.213
O -2.06271 0.19324 -2.07522 -0.306 0.113 -0.480



No. 6
20
Properties=species:S:1:pos:R:3:forces:R:3 method="wB97M-V/def2-TZVPD" mol_weight_g_mol=121.229 de_lowest_kj_mol=80.5 fmax_ev_per_a=1.23 e_homo_ev=-2.5 orbital_gap_ev=6.5 e_tot_ha=-667.90766 charge=-1
C 0.52379 -2.82344 0.46132 0.124 0.930 0.566
N 1.57247 -2.25356 1.32281 -0.695 -0.034 -0.352
C 2.32887 -1.19214 0.68227 0.656 -0.075 1.038
H -0.10916 -1.98487 0.12406 0.259 -0.279 -0.089
H 0.92172 -3.31393 -0.43580 -0.117 -0.248 0.041
H -0.11185 -3.46368 1.07336 0.096 -0.369 -0.201
H 2.14807 -2.95184 1.76717 0.148 -0.080 -0.268
H 2.88729 -1.45877 -0.22718 -0.245 -0.162 -0.140
H 3.07998 -0.87679 1.42632 -0.115 0.180 -0.287
H 1.66649 -0.35775 0.47130 -0.050 0.029 -0.245
C -1.34883 2.60512 -0.23905 -0.162 0.197 0.170
C -1.71574 1.12446 -0.23567 0.040 -0.211 -0.423
S -0.61651 0.17775 -1.35573 -0.022 0.027 0.088
N -1.36269 3.24651 -1.55385 0.270 0.384 0.414
H -0.34295 2.69904 0.18310 -0.021 0.049 -0.069
H -2.02600 3.19184 0.39970 0.007 -0.134 0.097
H -2.74470 0.98938 -0.59794 -0.016 0.166 0.163
H -1.67520 0.73585 0.79058 0.037 0.055 -0.068
H -2.31033 3.22707 -1.90930 0.060 -0.224 -0.228
H -0.76472 2.67974 -2.14746 -0.255 -0.201 -0.206



No. 7
20
Properties=species:S:1:pos:R:3:forces:R:3 method="wB97M-V/def2-TZVPD" mol_weight_g_mol=121.229 de_lowest_kj_mol=82.9 fmax_ev_per_a=2.13 e_homo_ev=-2.6 orbital_gap_ev=6.5 e_tot_ha=-667.90674 charge=-1
C 2.63867 1.26974 -0.68286 -0.235 0.747 0.098
C 2.42766 0.72814 0.71743 0.159 0.633 0.792
S 1.60454 -0.85843 0.80721 -0.008 -0.554 -0.131
H 1.65150 1.34057 -1.17982 0.540 -0.217 0.000
H 3.30944 0.60143 -1.21559 -0.037 0.047 -0.392
H 3.05599 2.31020 -0.64805 -0.068 -0.702 -0.103
H 1.87459 1.49767 1.27217 -0.195 -0.128 0.050
H 3.37470 0.64622 1.26404 0.174 0.118 -0.273
C -1.30471 -1.84134 -0.73045 -1.562 -0.226 0.404
N -2.43411 -0.94728 -0.34882 0.386 -0.480 -0.082
C -1.95917 0.36461 0.08422 -1.511 1.487 0.215
N -1.36072 0.39399 1.38606 -0.513 -1.375 0.938
H -1.71111 -2.80323 -1.06762 -0.199 0.133 -0.097
H -0.77165 -1.39757 -1.56998 0.830 -0.109 0.399
H -0.76377 -2.08775 0.18979 0.527 0.496 -0.678
H -3.01688 -0.81877 -1.16355 -0.166 0.063 -0.120
H -2.88110 1.05753 0.15512 1.089 -0.982 -0.451
H -1.25622 0.83278 -0.62172 0.039 -0.175 -0.017
H -2.01975 -0.15043 2.00795 1.093 0.760 -0.716
H -0.45790 -0.13806 1.34447 -0.343 0.463 0.164



No. 8
20
Properties=species:S:1:pos:R:3:forces:R:3 method="wB97M-V/def2-TZVPD" mol_weight_g_mol=121.229 de_lowest_kj_mol=157.1 multiplicity=2 fmax_ev_per_a=3.30 e_homo_ev="-9.0 / -9.0" orbital_gap_ev="9.7 / 6.1" e_tot_ha=-667.78450 charge=0
N 0.61684 -0.13405 3.70791 -3.160 -0.262 0.926
C 0.31069 0.48434 -2.67044 -0.809 0.070 0.081
C -0.84024 0.17752 -3.30315 1.884 0.187 1.098
S 0.50558 -1.58052 0.78050 0.134 -0.603 -0.230
C 0.37562 0.96556 -1.21962 -0.500 -0.325 -0.874
N -0.90442 0.78422 -0.51554 1.191 2.725 -0.041
C -0.83725 1.32515 0.84344 0.781 0.472 -0.197
H -0.05425 -0.44388 4.48383 1.528 0.385 -1.829
H 0.63532 -0.75924 2.91336 -0.271 -0.176 0.452
H 1.50813 -0.01761 4.06817 1.922 0.171 0.912
H 1.28906 0.45014 -3.18905 -0.733 -0.114 0.248
H -1.79647 0.21597 -2.83375 -0.403 0.141 0.423
H -0.80250 -0.19879 -4.28604 0.005 -0.229 -1.141
H 0.75921 -2.89673 0.89727 -0.020 0.040 -0.006
H 0.62450 2.03052 -1.26041 -0.033 -0.007 0.303
H 1.20880 0.43217 -0.72064 -0.160 0.316 -0.035
H -1.05528 -0.16019 -0.39434 -0.679 -2.651 -0.251
H 0.05551 0.91390 1.37422 -0.501 0.620 -0.034
H -0.78330 2.43834 0.81831 0.004 -0.801 0.052
H -1.71786 1.01712 1.39295 -0.180 0.043 0.142



No. 9
20
Properties=species:S:1:pos:R:3:forces:R:3 method="wB97M-V/def2-TZVPD" mol_weight_g_mol=121.229 de_lowest_kj_mol=122.1 smiles=[NH3+]CCNCCS fmax_ev_per_a=2.76 e_homo_ev=-12.1 orbital_gap_ev=8.7 e_tot_ha=-667.63331 charge=+1
N -2.17526 -2.03463 0.37577 1.180 0.885 -0.392
C -2.09781 -0.73746 1.14453 -0.044 -0.956 1.177
C -0.59575 -0.57887 1.64591 -1.463 0.447 -2.296
N 0.30014 -1.13943 0.64865 -0.159 -0.740 0.587
C 0.78691 -0.31561 -0.47732 -0.999 -0.447 -0.555
C 0.65096 1.19369 -0.34687 0.384 0.552 0.404
S 1.80188 1.97601 -1.52547 -0.140 0.052 -0.082
H -2.75956 -1.94259 -0.44316 -0.239 -0.267 -0.211
H -2.44936 -2.83730 0.93778 -0.054 0.067 -0.057
H -1.13235 -2.11473 0.08849 -0.368 -0.210 0.191
H -2.55817 0.08139 0.60090 0.470 -0.044 -0.474
H -2.73187 -0.89167 2.00620 -0.144 0.225 0.315
H -0.47702 0.48829 1.68274 0.266 0.402 0.879
H -0.55253 -1.09175 2.58195 0.531 -0.071 0.589
H 1.02349 -1.69146 1.08882 0.102 0.222 -0.136
H 0.19133 -0.59550 -1.35524 0.034 0.084 -0.087
H 1.78038 -0.66450 -0.75269 0.201 0.351 0.355
H -0.36251 1.57481 -0.50961 0.112 -0.329 -0.267
H 0.90096 1.57176 0.64453 0.332 -0.207 0.056
H 0.90439 2.71198 -2.19071 -0.002 -0.014 0.005



No. 10
20
Properties=species:S:1:pos:R:3:forces:R:3 method="wB97M-V/def2-TZVPD" mol_weight_g_mol=121.229 de_lowest_kj_mol=83.4 smiles=[NH3+]CCNCCS fmax_ev_per_a=1.13 e_homo_ev=-11.9 orbital_gap_ev=8.5 e_tot_ha=-667.64804 charge=+1
N 1.24299 1.88058 1.39995 0.222 0.141 0.358
C 1.57262 0.43897 1.47323 0.126 -0.733 -0.358
C 0.31288 -0.36697 1.08819 -0.954 0.558 0.244
N -0.53371 0.44121 0.19188 0.368 -0.013 -0.066
C -0.55499 0.00226 -1.22164 -0.035 0.222 0.405
C -1.50989 -1.15704 -1.49714 0.187 -0.140 -0.632
S -1.00341 -1.83837 -3.13094 0.146 -0.086 0.279
H 2.06875 2.42311 1.16086 -0.137 0.245 -0.108
H 0.86865 2.22560 2.28216 0.003 0.097 0.029
H 0.47373 1.91735 0.68225 -0.084 -0.095 -0.184
H 2.34712 0.23847 0.74903 0.267 0.170 -0.297
H 1.99289 0.19927 2.44277 -0.198 -0.071 0.177
H 0.57246 -1.30660 0.61890 0.286 -0.214 0.034
H -0.26792 -0.58743 1.98155 0.081 -0.124 0.121
H -1.47002 0.52556 0.56453 -0.051 -0.081 -0.095
H 0.47969 -0.24691 -1.48810 -0.210 -0.092 -0.032
H -0.84415 0.85700 -1.82318 0.017 0.120 -0.197
H -1.45699 -1.89848 -0.69410 -0.028 -0.017 -0.257
H -2.53172 -0.80288 -1.64480 0.070 0.028 0.484
H -1.75899 -2.94472 -3.13539 -0.074 0.085 0.097